[1]
DFT (wB97M-V/def2-TZVPD) results for a cluster of 7 separate species, C39H31F3O26P in total in a non-equilibrium geometry.

The geometry in ORCA input format:
```
! RIJCOSX wB97M-V def2-TZVPD def2/J DEFGRID3
* xyz -1 1
P 0.77890 -5.37245 -3.49877
F 3.93590 -4.26960 -3.63463
F 5.36169 -5.85988 -4.06296
F 4.21898 -5.84937 -2.26990
O -9.53663 3.00390 -1.38941
O 2.01736 -5.41597 -4.75371
O -6.09105 1.90379 9.17582
O 0.72476 1.49425 1.79800
O -1.97411 1.74436 -1.15345
O -7.42532 3.04426 4.18370
O -4.94983 2.23826 1.57424
O 3.37272 3.26431 1.62994
O 10.19584 -2.11481 -2.56424
O 1.72954 -0.60073 -2.82726
O 2.87488 -2.31661 3.48526
O -3.69512 0.32481 -2.62588
O -5.25729 1.15568 -0.85363
O 0.81771 -7.14177 -3.39220
O -1.21317 1.37088 3.63077
O 1.84017 2.67976 -0.44206
O -9.19564 4.15069 1.00387
O 4.76681 -1.21030 -2.41998
O -8.28714 3.37063 8.77668
O 4.68430 4.86122 -3.47719
O 0.04193 -1.94614 -4.36134
O 6.27660 5.38169 -1.39199
O 0.88963 -2.48652 5.27391
O 6.47457 0.25193 -0.96608
O 8.50250 -3.51385 -4.07667
O -5.23945 1.48918 4.58905
C 4.88842 4.35290 0.20939
C 7.99466 -2.66989 -3.36261
C -7.05888 3.23223 1.38617
C 0.42752 -0.31967 -2.74897
C 6.55822 -2.42631 -3.30469
C 3.01171 -6.34304 -4.34495
C -6.37297 2.13064 8.01432
C 0.83123 -1.55182 4.49866
C -2.38470 0.06105 -2.73455
C -7.58460 2.95581 7.71782
C -1.90656 -0.87973 -3.55622
C 3.18990 3.75338 -2.05451
C -7.41397 2.03053 -1.21984
C 1.88528 -0.40450 2.57331
C 5.25372 4.77167 -1.13981
C -0.23829 -0.55849 4.52974
C 3.75658 3.67177 0.41576
C -8.27752 3.45589 0.61252
C 4.14271 -5.58541 -3.58184
C -0.46651 -1.12524 -3.63081
C 2.83837 3.31562 -0.70640
C 6.07281 -1.46778 -2.50670
C -7.94001 3.25845 6.46575
C -5.94182 1.93175 5.63436
C -6.18948 1.82648 -0.45286
C 8.40399 -0.88001 -1.70056
C -7.14419 2.78151 5.33978
C 4.31967 4.43668 -2.26086
C -1.48057 0.88781 -1.87344
C -0.25413 0.43829 3.63996
C -8.39532 2.79110 -0.72423
C 1.90370 -1.40123 3.46490
C 6.96785 -0.61940 -1.65912
C 0.80455 0.57376 2.59159
C 8.88772 -1.83890 -2.49457
C -6.08316 2.47002 0.89028
C 2.20025 -7.43988 -3.55027
C -0.04917 0.62415 -1.92859
C -5.58883 1.63390 6.89089
H 2.18625 -8.41669 -4.06790
H -6.98833 3.70044 2.34609
H 2.65181 -2.92193 4.21552
H -4.40279 1.66411 1.00405
H 0.90595 -3.93049 -3.55104
H 5.56192 4.61409 1.01320
H 0.59611 1.21021 -1.28998
H -0.99855 -0.66722 5.29018
H 2.67653 -7.67764 -2.58475
H -5.67294 1.83497 3.78678
H -2.54825 -1.48194 -4.18379
H 2.50844 3.50262 -2.85562
H -0.29937 -5.26992 -2.51932
H -4.72493 1.02546 7.11754
H 2.52279 2.79355 1.49538
H 1.80567 -1.32590 -3.48127
H -0.23003 -5.38936 -4.53829
H -10.06889 3.58389 -0.81515
H -8.81289 3.85513 6.24108
H 4.68474 -0.48150 -1.78008
H 3.36459 -6.72198 -5.31361
H -0.99292 1.96667 2.89038
H 2.65272 -0.28764 1.82062
H -7.48594 1.54614 -2.18364
H 5.53347 5.32115 -3.34900
H -7.81807 3.01854 9.55546
H 10.27134 -2.84283 -3.20858
H -3.76530 1.04384 -1.96623
H 5.91932 -3.04385 -3.92133
H 9.04031 -0.27290 -1.07202
H 1.71913 -5.45469 -2.39336
*
```

Computed properties:
E_tot: -111618.4683 eV
HOMO: -4.20 eV
F_max: 2.33 eV/Å

[2]
DFT (wB97M-V/def2-TZVPD) results for a structure of composition C39H31N7O4PSZr in a non-equilibrium geometry.

The geometry in ORCA input format:
```
! RIJCOSX wB97M-V def2-TZVPD def2/J DEFGRID3
* xyz 1 1
Zr -0.32891 1.22533 0.52913
S 1.08883 2.71146 -1.13777
P 1.49957 -1.20631 -0.07411
O -1.87472 2.35542 -0.11685
O -5.08262 -0.17475 -1.35951
O 0.56237 0.40153 2.29723
O -1.12647 -0.62688 1.34705
N -1.76967 1.77027 2.44187
N 1.63328 3.73334 1.34319
N 0.46469 3.07290 1.64485
N -2.43435 0.44659 -1.27017
N -1.02559 0.37723 -1.49040
N 3.11197 4.19521 -0.28317
N 1.64574 -0.08885 -2.58264
C 1.47255 -3.87393 -3.25793
C 1.91372 -2.91031 -2.35910
C -0.63780 -3.97818 -2.11804
C 3.68325 0.36562 0.45170
C -4.46115 2.98883 0.35538
C -0.12219 -0.66251 2.13785
C -2.94031 1.21414 2.74602
C 1.34612 -2.33332 1.42724
C -5.74475 3.40220 0.64925
C 0.50465 -1.95051 2.48124
C -6.57946 1.41553 -0.41287
C -0.19451 -3.02522 -1.21249
C 5.02411 0.69701 0.58506
C -2.04777 3.30246 4.24550
C 0.36090 -2.69661 3.63577
C 0.52921 -0.51519 -4.65408
C 6.00215 -0.22268 0.23712
C -3.27128 2.72599 4.55480
C -3.72746 1.66763 3.79121
C 2.80431 -0.14039 -3.21545
C 1.96718 3.58773 0.08495
C 2.02288 -3.54001 1.55109
C 1.06700 -3.88431 3.74362
C -0.77390 -0.11703 -2.63205
C 1.74783 -0.57799 -5.31454
C 4.29096 -1.80676 -0.36578
C -5.28392 0.99863 -0.71360
C 3.29630 -0.88863 -0.02197
C 5.63243 -1.47422 -0.23636
C 1.88728 -4.30510 2.70177
C 0.19868 -4.40934 -3.14023
C -6.81096 2.60174 0.25653
C 2.90734 -0.37371 -4.58622
C -1.33273 2.80395 3.17454
C -4.19715 1.79378 -0.32589
C -0.06943 3.41016 2.75244
C -2.77221 1.49173 -0.58819
C 1.09083 -2.48657 -1.31934
C 0.53332 -0.25013 -3.29202
H 0.40768 4.16912 3.36143
H -0.14310 -5.15711 -3.84433
H -1.65228 4.13136 4.81772
H 2.12775 -4.20068 -4.05635
H 2.89183 -2.47495 -2.49559
H -4.67640 1.19104 3.99442
H -3.61449 3.59759 0.64070
H 6.39161 -2.20013 -0.50138
H 3.69178 -0.00125 -2.60046
H 2.65438 -3.89884 0.74595
H -7.41285 0.78863 -0.71330
H 0.97484 -4.48716 4.63792
H 2.42421 -5.24190 2.78597
H 4.03307 -2.79118 -0.72579
H -0.40610 -0.66718 -5.18085
H -1.63654 -4.38709 -2.02191
H -0.29398 -2.36475 4.43159
H -5.94169 -0.55363 -1.57608
H 3.54255 4.83690 0.36090
H 7.05024 0.03219 0.33826
H -5.91678 4.33528 1.17011
H 2.93694 1.09557 0.73151
H -7.82950 2.90380 0.46835
H -3.86075 3.10333 5.38018
H 5.30086 1.67597 0.95645
H 3.35641 4.23450 -1.25570
H -3.24649 0.37496 2.13733
H 3.88038 -0.40019 -5.05947
H -1.64443 -0.40239 -3.21818
H -0.85647 -2.69279 -0.41894
H 1.78718 -0.78606 -6.37605
*
```

Computed properties:
E_tot: -80970.7494 eV
HOMO: -10.65 eV
F_max: 1.22 eV/Å
ΔE to the lowest compared entry with this formula, charge and spin: 39.1 kcal per mole

[3]
DFT (wB97M-V/def2-TZVPD) results for a structure of composition C39H32BrClF5N6Ti in a non-equilibrium geometry.

The geometry in ORCA input format:
```
! RIJCOSX wB97M-V def2-TZVPD def2/J DEFGRID3
* xyz -1 3
Br 3.49520 -2.34314 -0.24545
Ti -0.00301 0.29664 -0.50477
Cl -2.24851 5.37974 -1.92195
F 3.79671 -1.18017 -4.35192
F 4.59576 3.00271 -2.32239
F 2.41790 2.67548 -0.79187
F 5.31878 1.07923 -4.12032
F 1.62521 -1.50538 -2.84344
N -1.08839 -1.47233 -1.31843
N -2.11580 1.73882 1.07985
N -0.85327 1.23269 1.25381
N 1.67939 -0.97291 1.38427
N -0.73054 1.73612 -1.91548
N 0.23647 -2.97892 -0.18268
C -4.05389 1.47498 -0.21999
C 3.41538 -0.94114 3.62752
C -1.86981 -2.11902 2.42530
C -4.25644 -1.21321 0.21878
C -1.10229 -3.76290 -2.01708
C -1.44948 -3.12394 3.41759
C -1.60801 3.86670 -2.47957
C 3.87186 1.87530 -2.42486
C -2.36191 -3.01462 4.64542
C 0.00716 -2.91454 3.83073
C -2.09341 -3.49454 -2.91524
C -0.98876 2.37457 -4.20257
C 0.39933 3.72914 3.54680
C -5.21698 -0.59961 -0.55508
C -0.46765 3.06973 2.76780
C 1.96851 0.53015 -1.67348
C -1.60906 -4.52464 2.80412
C -2.64280 -2.20305 -2.99382
C 2.92599 -1.38754 1.36105
C -1.50201 3.60573 -3.82882
C -2.09300 -1.24241 -2.18996
C -2.35550 -1.32810 1.65636
C 4.24219 0.90477 -3.34136
C 2.75045 1.65938 -1.64210
C 1.38404 1.40136 2.12747
C -1.23260 2.91431 -1.54487
C 1.80089 3.33791 3.64528
C 3.46825 -0.23726 -3.45194
C 1.35506 -0.12658 2.55044
C -0.58902 1.48781 -3.22043
C 2.36438 -0.37986 -2.62553
C 2.24680 2.26219 2.99820
C -0.02077 1.91506 1.98284
C 2.18708 -0.42215 3.76642
C -5.10380 0.78021 -0.76291
C 3.89431 -1.34447 2.33842
C -0.64339 -2.72570 -1.16289
C -3.17017 -0.52535 0.78978
C -3.02447 0.86676 0.56026
H -2.63849 -4.68414 2.47681
H -1.35481 -5.28591 3.54699
H 0.30401 -0.32815 2.78316
H -3.40290 -3.19273 4.37106
H -0.95672 -4.64251 1.94118
H -0.67199 -4.75018 -1.91379
H -3.96904 2.54719 -0.36051
H -1.81674 4.34001 -4.55743
H 0.31032 -3.69966 4.52932
H 4.03428 -1.11296 4.50354
H -2.46306 -4.28211 -3.56109
H 1.78616 -0.17325 4.74200
H -0.16052 0.52855 -3.48331
H -1.39676 3.05133 -0.47932
H -3.46029 -1.95833 -3.65482
H 0.67437 -2.94090 2.97008
H 0.80118 -3.80663 -0.26252
H -1.51138 3.33321 2.69408
H -0.87747 2.09520 -5.24069
H -6.03454 -1.16826 -0.97824
H -2.29344 -2.02478 5.09800
H 4.86408 -1.78384 2.17842
H 0.64862 -2.22097 0.38225
H -2.06335 -3.75973 5.38804
H 2.46825 3.93662 4.25304
H 1.89109 1.40413 1.15085
H 3.28435 1.96143 3.07257
H -2.46348 -0.22404 -2.19122
H 0.05975 4.57498 4.13536
H 0.14013 -1.94927 4.32223
H -4.32183 -2.27599 0.42198
H -5.84817 1.30613 -1.35111
*
```

Computed properties:
E_tot: -169169.0280 eV
HOMO (spin up / spin down): -3.57 / -3.59 eV
F_max: 1.25 eV/Å
ΔE to the lowest compared entry with this formula, charge and spin: 13.2 kcal per mole

[4]
DFT (wB97M-V/def2-TZVPD) results for a structure of composition C39H32ClMnN2O8P2 in a non-equilibrium geometry.

The geometry in ORCA input format:
```
! RIJCOSX wB97M-V def2-TZVPD def2/J DEFGRID3
* xyz -1 6
Mn -0.04504 -1.27571 -0.80524
Cl 1.37761 -0.33691 -2.07802
P 1.56244 -0.30592 2.31546
P -0.55147 2.60088 0.87925
O 0.22236 -5.20450 0.13309
O 0.75794 -3.11529 -0.53258
O -1.51534 0.27100 -0.52366
O 0.25852 -0.56419 -3.06173
O 1.67490 1.09914 -1.97078
O 2.59319 -1.02937 -2.50768
O -3.58279 0.65002 0.22293
O 0.97128 -0.31619 0.94631
N -1.62947 -2.27238 -0.09721
N 0.14572 1.70789 3.45060
C -4.24930 4.04780 -0.27329
C 4.32301 0.06712 2.57934
C 0.12463 4.21419 0.31551
C -1.28200 -2.80444 3.73119
C -2.33375 2.82139 0.56076
C -1.66549 1.25693 5.03787
C 1.23760 -1.96078 4.57385
C 5.63989 -0.36553 2.45823
C -1.49803 -3.56226 0.11061
C -2.56203 -0.17742 -0.08638
C -3.77899 -3.65261 0.78561
C -2.75323 -1.59311 0.15153
C -0.74069 -3.28888 4.91511
C 4.85778 -2.54771 1.78619
C -0.56232 -1.89127 2.96556
C 0.14163 0.96299 7.11465
C 3.54280 -2.12395 1.90932
C -0.50896 2.83156 2.73749
C 0.32326 6.63018 0.32753
C 0.59525 1.25079 5.82659
C -3.27796 1.78553 1.12209
C -1.21346 0.82499 7.37828
C -0.29983 1.40430 4.76620
C -4.64395 2.33682 1.38527
C -0.25586 5.46535 0.81314
C 0.51836 -2.87037 5.33814
C -2.55240 -4.32255 0.55285
C 1.67028 5.32667 -1.18627
C 0.69782 -1.46461 3.38404
C -3.88882 -2.28949 0.60148
C -5.11465 3.35787 0.63845
C 3.27211 -0.81081 2.31822
C 5.90083 -1.67028 2.06638
C -0.05071 -4.04033 -0.12009
C -2.86732 3.80560 -0.24296
C -2.11265 0.97551 6.32206
C 1.08874 4.15887 -0.69024
C 1.48892 1.35242 3.04910
C 1.29203 6.55925 -0.67722
H 1.74213 7.46714 -1.06175
H -4.81247 -1.74830 0.78465
H -6.14592 3.67799 0.74204
H 2.22578 -1.64278 4.89990
H -2.25686 -3.13960 3.38934
H -2.41162 -5.38240 0.71449
H -1.29722 -4.00539 5.51003
H -4.64324 -4.21690 1.12420
H 6.45649 0.31971 2.65563
H -5.28199 1.80132 2.08221
H -4.64654 4.83410 -0.90528
H 0.94109 -3.26104 6.25785
H 0.86548 0.85090 7.91551
H 0.01726 3.77262 2.92612
H -3.17748 0.84777 6.49186
H -2.85375 1.31722 2.01318
H 5.06634 -3.55794 1.45387
H 2.72888 -2.79780 1.65160
H 1.38205 3.18634 -1.08852
H 4.12433 1.09438 2.86500
H 0.01886 7.59211 0.72345
H -1.56503 0.59408 8.37895
H -0.96384 -1.52122 2.04102
H 6.92584 -2.00308 1.96095
H -1.02704 5.53124 1.57612
H -1.50689 2.93687 3.14260
H -2.20679 4.46722 -0.79650
H 1.66167 1.35101 5.66140
H 2.22832 1.47977 3.84299
H 1.78190 1.99956 2.22398
H -2.38416 1.33056 4.22494
H 2.41668 5.26404 -1.97043
*
```

Computed properties:
E_tot: -122739.7036 eV
HOMO (spin up / spin down): -3.06 / -3.05 eV
F_max: 5.02 eV/Å
ΔE to the lowest compared entry with this formula, charge and spin: 93.8 kcal per mole

[5]
DFT (wB97M-V/def2-TZVPD) results for a structure of composition C39H32F9N2O2PPtSSi in a non-equilibrium geometry.

The geometry in ORCA input format:
```
! RIJCOSX wB97M-V def2-TZVPD def2/J DEFGRID3
* xyz 2 1
Pt 1.15720 -0.62116 0.37692
S 2.82980 1.72810 -0.15334
P -0.68827 -3.11350 -0.46079
Si 0.28130 1.37248 1.12501
F 4.35593 -0.49650 -4.04418
F -0.06065 -0.97405 5.99238
F 4.95029 -2.57693 -3.95682
F 0.27822 -9.56884 1.27084
F -2.04582 -1.84473 5.98706
F 2.07926 -9.15602 0.14423
F 5.52219 -1.22421 -2.36710
F -1.75635 0.18703 5.30351
F 0.26873 -9.73155 -0.89128
O 3.68032 2.63581 -0.84980
O 2.22251 0.64304 -1.00628
N -0.96014 2.39473 0.29402
N 1.58564 2.47277 0.55459
C -2.12158 -1.90545 3.14162
C 4.96426 0.34979 0.56150
C -2.52464 4.54671 -0.68139
C 2.02802 -1.54887 -3.03349
C 0.91056 -2.47548 -1.08878
C 0.41883 -2.07564 2.04417
C -2.23695 2.48710 0.52103
C 3.34099 -2.51968 -1.26447
C -0.12210 2.58476 -1.97100
C 5.72008 -0.48116 1.37149
C -0.01779 -5.63141 -1.33489
C 0.98875 3.77497 0.04861
C -0.47018 5.61209 -1.50051
C 0.25046 -1.61330 3.36827
C -0.25077 -4.86752 -0.19092
C 3.26316 -1.86905 -2.47791
C 0.11040 -6.82596 1.16886
C 0.29320 -6.97492 -1.22616
C -0.30552 3.34768 -0.64973
C 4.12891 -0.20979 3.16109
C 0.86728 -1.84221 -2.34451
C 3.77543 0.87612 1.06680
C 0.74584 4.62427 1.31777
C -0.69626 -2.45172 1.26032
C -1.97214 -2.33121 1.83932
C -1.21282 -1.04820 5.32076
C 5.29314 -0.77751 2.66116
C 2.17049 -2.83025 -0.56056
C 3.35899 0.62342 2.36435
C 0.35564 -7.56771 0.02797
C -0.19585 -5.47422 1.05912
C -1.00305 -1.53653 3.90627
C 4.53502 -1.54051 -3.22677
C 0.74189 -9.02181 0.14044
C -0.20923 1.47239 2.88162
C 1.71853 4.70652 -0.91643
C 0.99702 5.60593 -1.58283
C -1.12316 4.58153 -0.95336
C -3.07276 3.51614 0.00882
H -1.07282 0.82398 3.04358
H 1.70947 4.85586 1.76913
H -3.10906 -1.86695 3.58785
H -0.08463 -5.17830 -2.31944
H -2.66530 1.72822 1.17328
H 3.84007 -0.38550 4.19003
H 1.11615 -1.37481 3.97240
H -1.02947 6.46017 -1.88257
H 0.34352 3.21149 -2.72768
H 5.88975 -1.42351 3.29181
H 0.15342 -7.30014 2.14014
H 6.64679 -0.89294 0.99396
H 2.79682 4.71050 -0.97397
H 2.23901 -3.48589 0.29891
H 0.56971 1.13500 3.56150
H -0.39237 -4.90795 1.96242
H 2.53831 1.17332 2.79955
H -0.09707 -1.61052 -2.78058
H 1.49836 6.37642 -2.15259
H -1.10885 2.28511 -2.33000
H 4.30336 -2.82801 -0.87508
H 0.24089 5.55557 1.07753
H 1.98085 -1.06668 -4.00105
H 5.29234 0.59056 -0.44243
H 1.42992 -2.37336 1.76830
H -0.50553 2.48478 3.16192
H -3.15027 5.37815 -0.99146
H -4.12562 3.50035 0.24725
H -2.84510 -2.61637 1.26316
H 0.14893 4.08994 2.05639
H 0.47009 -7.56861 -2.11358
H 0.48170 1.68765 -1.84257
*
```

Computed properties:
E_tot: -103730.6580 eV
HOMO: -13.86 eV
F_max: 1.11 eV/Å